{
  "formula": "C3H5CrLiO3",
  "method": "ωB97M-V/def2-TZVPD",
  "elements": ["C", "C", "H", "H", "H", "H", "H", "O", "C", "O", "O", "Cr", "Li"],
  "coordinates": [[-1.029757, -0.208402, -0.676775], [-1.872230, 0.011022, 0.525588], [-1.362355, 0.353038, -1.555407], [-0.760463, -1.256751, -0.838140], [-2.634366, 0.774454, 0.328517], [-2.294858, -0.919349, 0.923378], [-0.954387, 0.491399, 1.206835], [2.492113, 0.575226, -0.039972], [1.465674, -0.189009, 0.035592], [1.524557, -1.405448, 0.179699], [0.330613, 0.510665, -0.148255], [1.553786, 2.350615, -0.306495], [3.541667, -1.087461, 0.365441]],
  "atomic_forces_ev_per_a": [[0.153, -0.140, 0.492], [1.635, 1.367, 1.643], [0.710, -0.199, 0.049], [0.284, 0.469, -0.247], [0.116, -0.300, 0.393], [0.186, 0.467, 0.135], [-3.681, -1.425, -0.476], [0.956, 2.647, 0.222], [-1.558, -3.095, -0.702], [0.331, 1.709, 0.080], [0.718, 1.035, -1.777], [0.003, -1.998, 0.137], [0.147, -0.537, 0.050]],
  "spin_multiplicity": 5,
  "homo_lumo_gap_ev": [7.83, 9.02],
  "relative_energy_kcal_mol": 0.0,
  "homo_energy_ev": [-19.4, -19.4],
  "total_charge": 2
}